{
  "formula": "C31H22N5O5Rh",
  "method": "wB97M-V/def2-TZVPD",
  "elements": ["H", "C", "C", "C", "C", "H", "C", "O", "C", "H", "N", "C", "C", "C", "C", "H", "H", "H", "H", "C", "C", "H", "C", "C", "H", "H", "C", "H", "C", "C", "N", "Rh", "H", "H", "O", "C", "H", "C", "N", "H", "H", "C", "C", "O", "C", "C", "C", "N", "O", "C", "C", "H", "H", "H", "C", "N", "H", "C", "H", "O", "C", "H", "C", "C"],
  "coordinates": [[-2.34537, 1.84682, 2.72099], [2.10426, 0.12229, -3.37862], [-1.92157, -0.48869, 0.86631], [-0.98428, -0.20903, -3.18842], [-3.26623, -3.00944, 3.45750], [3.42231, 1.57635, -4.07712], [-2.11970, -1.62177, 1.76989], [-4.55235, -0.07856, -3.63038], [-3.38680, 0.23604, -3.90799], [1.42515, -1.79459, 3.70677], [-0.45637, -0.83392, -0.96955], [0.42802, 1.98889, 0.50365], [4.72911, 1.31077, -0.96869], [3.92470, 1.09094, 0.07024], [-1.72753, -0.66198, -0.59886], [1.66371, 0.01707, -4.36241], [-0.22829, 2.83795, 0.68724], [1.04689, 4.25645, -0.40796], [-3.75277, -0.32193, -1.27564], [-4.44937, -1.20406, 2.34557], [1.75691, 3.51406, -0.75232], [-2.36648, -3.59110, 3.59838], [-3.26433, -1.95255, 2.52421], [2.65973, 1.21392, -0.74259], [4.33251, 3.40053, -2.98975], [2.82903, 4.99529, -1.94714], [-1.59255, 1.06869, 2.71019], [5.62523, -1.66812, -3.60798], [1.38712, -0.22727, -2.31781], [4.76619, -1.24019, -3.09605], [0.06931, 0.82596, 0.89245], [1.11466, -0.94917, 0.49824], [-6.45762, -2.77421, 4.56851], [0.31326, -0.39231, 5.08633], [-1.01584, -2.46011, 1.85995], [3.60308, 3.06992, -2.25819], [-6.48188, -0.92058, 2.92536], [-4.40687, -3.28973, 4.18216], [-1.22093, 0.59813, 1.41985], [-4.39818, -4.10234, 4.89643], [4.07898, 0.88583, 1.11846], [-0.06070, -0.52259, -2.21400], [-0.12035, -0.47013, 4.09470], [-2.90580, 0.89570, -4.84467], [-2.34010, -0.20738, -2.86883], [1.62334, 2.24610, -0.32002], [3.45188, 0.81412, -3.29180], [2.04586, -0.11527, -1.00793], [4.57477, 0.04273, -3.67867], [2.77859, 3.94697, -1.69015], [0.50841, -1.36057, 3.31269], [-4.45883, -0.39685, 1.62400], [-1.56954, 0.98180, 4.75061], [4.96650, -1.18039, -2.02849], [-5.58024, -1.49957, 3.07670], [0.23958, -1.81885, 2.01420], [-0.70426, 0.13473, -4.17532], [3.60513, 1.59969, -1.95646], [5.80108, 1.35858, -1.09293], [2.80094, -1.20554, -0.69532], [-2.70915, -0.41631, -1.54270], [3.89635, -1.88154, -3.24813], [-1.16082, 0.53299, 3.85174], [-5.56751, -2.54273, 3.99950]],
  "atomic_forces_ev_per_a": [[-0.07, -0.03, -0.01], [-0.06, -0.02, 0.06], [0.26, -0.10, 0.29], [-0.11, 0.03, -0.10], [-0.02, -0.02, 0.03], [-0.02, -0.05, 0.04], [-0.01, -0.08, -0.08], [0.02, -0.10, 0.09], [-0.30, 0.27, -0.18], [-0.09, -0.09, 0.07], [0.02, 0.01, -0.18], [0.18, -0.20, -0.34], [-0.09, -0.02, 0.06], [0.11, -0.01, -0.12], [-0.05, 0.09, 0.02], [0.03, -0.03, -0.02], [-0.03, -0.03, -0.04], [-0.01, 0.02, 0.00], [-0.03, 0.05, 0.00], [-0.02, -0.04, 0.06], [0.12, 0.09, -0.13], [0.01, -0.01, 0.00], [-0.04, 0.05, -0.17], [-0.15, -0.09, -0.09], [0.01, 0.00, -0.03], [0.00, 0.02, 0.00], [0.14, -0.23, 0.13], [-0.02, 0.01, 0.00], [0.10, 0.08, 0.05], [-0.15, 0.04, -0.01], [0.19, -0.03, 0.55], [-0.37, 0.39, 0.08], [-0.01, 0.00, 0.01], [-0.01, 0.02, -0.01], [-0.10, 0.03, 0.34], [0.06, -0.10, -0.06], [0.00, 0.00, 0.00], [0.00, 0.01, -0.01], [-0.21, 0.33, -0.55], [0.00, -0.01, 0.01], [0.01, -0.01, 0.03], [0.12, -0.03, 0.01], [0.05, 0.30, -0.04], [0.14, -0.10, -0.07], [0.26, -0.10, 0.24], [-0.15, -0.07, 0.30], [0.04, -0.13, -0.09], [0.10, -0.19, 0.07], [-0.07, 0.18, 0.06], [-0.15, -0.05, 0.17], [0.03, -0.28, -0.01], [-0.01, 0.01, -0.02], [0.00, -0.02, 0.01], [0.00, 0.01, 0.12], [0.02, 0.00, -0.01], [0.15, 0.21, -0.38], [0.00, 0.00, -0.02], [0.05, 0.18, 0.04], [0.03, 0.00, 0.00], [0.14, -0.04, -0.15], [-0.08, -0.10, -0.06], [-0.03, -0.02, 0.01], [0.05, -0.03, 0.03], [0.00, 0.00, 0.01]],
  "e_lumo_ev": [-1.5097, -1.9525],
  "e_homo_ha": [-0.27000, -0.28399],
  "charge": 0,
  "orbital_gap_ev": [5.8, 5.8],
  "spin_multiplicity": 5,
  "e_above_lowest_kcal_mol": 0.0
}

---

{
  "formula": "CH2CeFLiO",
  "method": "wB97M-V/def2-TZVPD",
  "elements": ["Ce", "H", "Li", "H", "C", "F", "O"],
  "coordinates": [[1.21392, -0.84221, 0.22353], [-2.45065, 0.39834, 0.92711], [-0.01122, 2.32122, 1.82200], [-2.04002, 0.81963, -0.92760], [-1.76393, 0.54766, 0.09136], [-0.78943, -1.26489, -0.67379], [-0.14247, 0.85256, 0.83592]],
  "atomic_forces_ev_per_a": [[-5.11, 0.95, -1.00], [0.61, 0.09, -0.19], [-0.39, 0.52, 0.16], [1.06, 0.35, 0.28], [1.21, 0.94, 2.28], [3.81, -0.61, 0.84], [-1.19, -2.25, -2.38]],
  "e_lumo_ev": [-9.7814, -9.6487],
  "e_homo_ha": [-0.59540, -0.73318],
  "charge": 2,
  "orbital_gap_ev": [6.4, 10.3],
  "spin_multiplicity": 3,
  "e_above_lowest_kcal_mol": 57.0
}

---

{
  "formula": "C62H80AlF6NOPSi",
  "method": "wB97M-V/def2-TZVPD",
  "elements": ["C", "C", "H", "C", "Al", "C", "C", "C", "H", "H", "H", "C", "H", "C", "H", "C", "H", "H", "H", "C", "F", "H", "C", "H", "C", "H", "C", "H", "H", "C", "H", "H", "C", "H", "C", "H", "C", "C", "H", "H", "H", "C", "H", "H", "C", "C", "H", "H", "C", "C", "H", "O", "C", "C", "C", "H", "H", "H", "H", "C", "C", "H", "H", "H", "H", "H", "H", "C", "H", "C", "H", "H", "H", "C", "C", "H", "H", "C", "H", "H", "H", "H", "H", "H", "H", "H", "H", "F", "C", "H", "Si", "C", "H", "H", "H", "C", "C", "H", "H", "C", "C", "H", "H", "C", "C", "H", "H", "H", "C", "C", "C", "C", "C", "F", "C", "C", "H", "H", "C", "C", "H", "C", "H", "H", "H", "H", "P", "C", "H", "H", "H", "C", "C", "C", "C", "H", "H", "C", "C", "H", "H", "F", "C", "C", "H", "H", "C", "H", "C", "N", "F", "F", "H"],
  "coordinates": [[2.90507, -7.82555, 2.42391], [3.04149, 6.48575, -2.91028], [1.96964, -3.35886, 1.15426], [-5.02194, 4.71360, 1.28100], [1.44918, -0.12395, 4.03895], [-3.08537, -0.40726, 5.93136], [1.27907, -0.56495, 6.06885], [-0.12724, -4.26572, -7.57004], [4.12058, -8.74569, -6.93962], [-1.74304, -4.69978, -11.06258], [-0.17874, 4.12338, 2.53101], [1.42370, 1.65817, 0.14526], [1.43270, -1.31591, -0.83383], [0.12873, 1.39949, 3.67750], [-6.03196, 0.83079, 4.81592], [-0.49175, -5.53285, -8.01439], [4.20981, 5.84035, -4.58464], [3.92912, 3.85961, -1.53847], [0.54858, 5.74014, 3.09172], [-9.19030, 0.62639, 2.55972], [4.19506, -5.19083, 4.54458], [1.68712, 4.66573, 0.45117], [-7.38743, 3.39864, 1.50140], [2.19860, -3.74268, 4.04656], [2.74308, -0.71456, -3.58702], [-1.01112, 6.65834, 1.42963], [3.60197, 1.84386, 3.00796], [-10.56304, -1.36939, 2.06114], [-4.94353, -0.47807, 8.75905], [4.11635, -5.56099, -9.14271], [-0.32315, -6.39913, -7.38271], [-8.15690, -2.23331, 0.65998], [2.63285, 4.35942, 1.05111], [0.66545, -4.43668, 3.23936], [0.78696, -1.86920, -0.05758], [5.25583, 2.68853, -0.95579], [2.54121, -2.72996, -4.90354], [4.12214, -7.85108, -7.55397], [2.41519, 4.46681, 2.17251], [-9.91296, 1.26270, 3.17222], [2.52385, -3.81310, -4.94959], [-5.29461, 0.42534, 5.50113], [0.90520, 3.22563, 4.84456], [0.25319, -2.79671, -0.48896], [-5.97665, 3.54070, 0.68068], [4.08238, -7.51026, 4.93058], [2.67573, 2.51417, 3.13217], [3.47958, 5.06215, 0.68299], [0.03277, 2.47320, 4.88687], [2.60981, 0.05219, -4.74079], [-5.58991, 5.19819, 2.17239], [4.05754, 1.68636, 1.62706], [3.41964, 0.37261, 3.69130], [3.23234, -6.81734, -7.27863], [-0.94032, -3.30842, -9.63335], [-1.35240, -6.67747, -9.61937], [-0.92449, 0.90454, 3.59698], [-8.26033, 3.13820, 0.77714], [-6.14269, -0.15409, 1.00754], [-5.62700, 0.21016, 6.83737], [-3.60386, 4.15739, 1.84398], [-2.55382, 5.40858, 0.18318], [-3.73531, 0.28814, 4.01274], [-1.77939, 2.99415, 3.61564], [-1.96190, 5.53367, 4.70416], [2.71915, -1.62510, 1.23300], [2.45249, -7.94971, 1.44532], [-4.01491, 0.12006, 5.04674], [-0.09349, 1.95766, 5.90510], [3.23673, -5.68431, -8.07790], [0.29355, 1.95689, 2.68479], [4.09616, -4.66585, -9.75379], [3.92854, 0.43762, 4.73926], [-8.25180, -1.24386, 1.22470], [4.29180, 7.98057, -4.30956], [0.48544, -3.49364, 4.85269], [-7.70350, 4.40495, 1.99015], [-4.68421, -0.31492, 7.71772], [4.18926, 10.06122, -3.77344], [-0.02010, -1.12236, 0.31558], [-6.24126, 3.80488, -0.42141], [2.32540, 0.02590, -6.87313], [3.08235, -5.68077, 2.25505], [4.94310, 8.15136, -5.16059], [0.52106, 2.33948, 0.39152], [2.53769, -6.88614, -6.44926], [1.35828, 1.38883, -0.97114], [2.64253, 5.24160, -2.60974], [3.88180, 6.68855, -3.99468], [-2.28132, 6.54737, 2.77172], [3.08590, 2.57923, 0.50039], [3.71725, -8.77860, 4.48912], [-1.11393, -2.43186, -10.24694], [-5.43846, 2.51655, 0.64081], [2.87252, -0.24581, -2.61793], [2.60645, 7.54728, -2.13146], [-7.19763, -0.11625, 1.43969], [5.71145, -6.50076, -10.23703], [-4.78094, 5.51923, 0.48254], [5.01352, -6.59029, -9.41094], [2.39688, -1.96277, -6.05553], [1.79822, -1.58180, 8.25004], [-2.10200, 3.12030, 5.49017], [1.07758, -3.55499, 3.87326], [2.43384, -0.57317, -5.97393], [5.71076, -8.54058, -8.83024], [2.25582, -2.44764, -7.01501], [1.41827, 0.73710, 0.84135], [3.13144, -8.93517, 3.23452], [-0.43694, 5.13426, 3.00414], [-9.57787, -0.79839, 1.97752], [-1.01587, 4.90384, 4.52613], [5.01334, -7.73598, -8.61759], [-0.01071, -1.94343, -7.95226], [4.11811, 2.76875, -1.14574], [-1.35588, 3.32106, 4.63173], [3.88937, -9.64400, 5.12102], [4.54671, -7.36987, 5.89998], [3.02555, 8.83773, -2.44007], [3.84770, -6.41163, 4.11712], [-3.52969, 4.26694, 2.98363], [-2.30571, 4.85130, 1.16384], [-2.66438, -1.04852, 7.93045], [0.33276, -4.12696, -6.59891], [2.69768, 9.67423, -1.83132], [-1.59138, 3.98408, 0.86065], [0.72843, -1.98110, 2.82119], [3.86532, 9.05385, -3.52974], [3.74400, 2.07171, -1.98368], [-6.62447, 0.45279, 7.19202], [-0.22324, 5.25949, 5.27573], [2.70974, -2.09780, -3.68069], [1.39836, -1.12042, 7.26883], [1.74161, -2.22989, 1.22184], [-1.55499, 5.91372, 2.13690], [-3.58372, 3.02230, 1.60945], [1.94585, 7.36151, -1.29231], [-3.40798, -0.63084, 7.26159], [-1.07238, -5.68760, -9.27160], [2.85088, -9.92573, 2.88893], [4.00276, -0.44570, 3.10778], [2.84302, -2.83573, -2.57016], [-1.29437, -4.57708, -10.08197], [-0.35745, -3.16631, -8.38293], [4.47514, 2.34827, 3.59452], [-6.04951, 2.00879, 2.75900], [-7.17198, 2.24165, 2.62350], [2.64218, 1.13532, -4.67963], [3.25965, -6.55604, 2.86935], [-7.81426, 0.94694, 2.21850], [-1.85833, -0.70545, 5.49475], [2.37496, -4.68984, -7.81625], [-7.60408, 2.65630, 3.61645]],
  "atomic_forces_ev_per_a": [[0.15, -0.04, 0.33], [0.22, 0.73, -0.17], [0.00, 1.73, 0.15], [0.24, -0.23, 0.61], [0.45, 0.70, 0.60], [-0.30, 0.09, 0.10], [0.85, -3.45, 6.45], [-0.35, 0.11, 0.20], [-0.02, 0.13, -0.04], [0.04, 0.05, 0.12], [-0.40, 1.51, 0.68], [-0.26, 0.05, 0.19], [-1.17, -1.07, 0.86], [-0.66, 0.31, 0.50], [0.08, -0.08, 0.06], [-0.18, 0.28, -0.30], [-0.05, 0.02, 0.07], [0.39, -2.12, 0.77], [-1.70, -0.86, -0.36], [0.03, -4.21, -2.08], [0.08, -0.02, 0.02], [1.44, -0.48, 1.04], [0.63, -0.27, -0.39], [-1.72, 0.30, 0.04], [0.04, 0.08, 0.16], [-0.87, -1.13, 1.16], [1.44, -1.14, 1.62], [1.72, 1.15, -0.07], [0.05, -0.01, -0.11], [-0.02, 0.14, -0.09], [0.01, 0.12, -0.05], [0.19, 1.84, 0.96], [-0.05, 0.88, -0.37], [0.64, 1.26, 1.18], [0.35, 0.85, 0.72], [-1.85, -0.14, -0.42], [-0.02, -0.11, -0.01], [0.07, 0.21, -0.23], [0.41, 0.04, -1.73], [1.71, -0.70, -0.99], [0.01, 0.04, 0.04], [0.22, -0.12, 0.31], [-1.15, -1.31, 0.35], [1.00, 1.50, 0.65], [-0.80, 0.79, -0.74], [0.06, 0.01, 0.13], [1.15, -1.10, -0.38], [-1.33, -0.96, 0.95], [-1.64, 0.15, -1.26], [-0.03, -0.37, -0.14], [0.93, -0.59, -1.67], [-1.91, 1.81, -0.57], [0.68, 0.68, 0.42], [-0.14, 0.03, 0.10], [0.02, 0.12, -0.08], [0.03, 0.12, 0.04], [1.68, 0.77, 0.06], [1.58, 0.10, 1.35], [-1.73, 0.58, 1.03], [-0.08, 0.04, 0.00], [-0.04, -0.28, -0.57], [-0.01, -1.01, 1.48], [0.07, -0.05, 0.07], [0.39, 0.44, 1.70], [1.39, -0.81, -0.38], [-1.41, -0.93, -0.24], [0.04, 0.06, 0.12], [-0.06, 0.07, -0.15], [0.70, 0.74, -1.52], [0.58, -0.62, -0.18], [-0.27, -0.65, 1.36], [-0.03, -0.03, 0.08], [-0.77, -0.17, -1.70], [-0.68, 3.86, 2.45], [-0.21, 0.06, 0.31], [1.03, -0.04, -1.40], [0.81, -1.70, -0.73], [0.01, 0.08, -0.36], [-0.04, -0.12, 0.04], [1.26, -1.30, -0.78], [0.51, -0.44, 1.84], [-0.01, -0.09, 0.10], [0.02, -0.01, 0.10], [-0.06, -0.06, 0.10], [1.39, -1.19, -0.32], [0.03, 0.04, -0.05], [0.03, 0.09, 1.72], [-0.15, 0.03, -0.08], [0.04, -0.14, -0.09], [1.07, -1.23, -0.91], [0.51, -0.63, -0.12], [-0.09, 0.21, -0.29], [0.04, -0.03, 0.07], [-0.87, 1.70, 0.18], [0.01, -0.08, -0.02], [-0.11, -0.05, 0.14], [-4.03, -2.32, 0.04], [-0.10, 0.02, 0.09], [-0.67, -1.34, 1.34], [-0.20, -0.13, 0.29], [0.10, 0.22, 0.21], [-1.15, 1.11, -2.20], [1.00, 0.23, -1.43], [0.16, -0.71, -0.61], [0.02, 0.05, 0.02], [-0.09, 0.10, 0.04], [0.07, 0.07, 0.18], [-0.29, 1.28, -1.34], [0.01, -0.07, 0.03], [-0.41, 1.04, 1.36], [4.96, 3.47, -0.30], [0.02, -0.74, -0.86], [0.03, -0.01, -0.04], [-0.03, 0.14, -0.04], [0.11, 1.02, -0.50], [0.94, 0.80, 0.75], [0.00, 0.12, -0.05], [-0.05, 0.05, -0.06], [0.14, -0.20, -0.24], [-0.20, -0.58, -0.22], [-0.17, -0.14, -1.68], [-0.09, -0.01, 0.13], [0.03, 0.05, -0.11], [-0.10, 0.06, -0.08], [0.01, -0.13, -0.06], [-0.95, 1.70, 0.62], [-0.43, -1.29, -0.07], [0.03, 0.02, -0.04], [0.85, 0.89, 1.31], [0.11, -0.03, -0.04], [-1.21, -0.80, -0.87], [-0.08, 0.42, -0.53], [0.47, 2.32, -5.04], [-0.25, -0.68, -0.62], [1.07, -0.49, -1.38], [0.12, 1.81, 0.48], [0.06, -0.05, -0.04], [0.06, -0.05, 0.17], [0.03, -0.06, 0.04], [0.03, 0.12, 0.04], [-0.84, 1.59, 0.76], [0.05, -0.09, 0.02], [0.12, -0.04, 0.27], [-0.26, -0.79, -0.19], [-1.50, -0.46, -1.12], [-1.80, 0.59, -0.15], [-0.06, 0.73, -0.20], [-0.01, -0.12, 0.05], [0.00, 0.14, -0.14], [-1.76, -2.14, -0.18], [-0.19, 0.01, 0.04], [0.42, -0.01, -0.02], [0.64, -1.26, -1.54]],
  "e_lumo_ev": 1.8555,
  "e_homo_ha": -0.13636,
  "charge": -1,
  "orbital_gap_ev": 5.6,
  "e_above_lowest_kcal_mol": 195.6
}